Entry 1:
# C5H13N2S

A gas-phase ion, C5H13N2S (charge -1) (ωB97M-V with the def2-TZVPD basis set, OMol25).

```
! wB97M-V def2-TZVPD RIJCOSX def2/J DEFGRID3
* xyz -1 1
C 0.847 2.250 1.908
N -0.086 1.528 1.062
C 0.494 1.017 -0.169
C -0.343 -0.159 -0.678
C 0.097 -0.600 -2.068
S 1.844 -1.158 -2.213
N -0.139 -1.254 0.288
C -1.304 -2.195 0.289
H 0.282 2.782 2.678
H 1.332 3.019 1.307
H 1.571 1.599 2.411
H -0.507 0.742 1.544
H 0.406 1.811 -0.923
H 1.544 0.700 -0.210
H -1.375 0.187 -0.768
H -0.010 0.208 -2.799
H -0.529 -1.395 -2.461
H 0.626 -1.786 -0.131
H -0.929 -3.104 -0.174
H -2.192 -1.807 -0.211
H -1.628 -2.385 1.318
*
```

For the highest occupied orbital energy, the calculation gives -0.0926 Eh. Its SMILES is CNC[C@@H](C[S-])NC. Its orbital gap is 6.360 eV.

=====

Entry 2:
# C5H13N2S

A molecular structure, C5H13N2S (ωB97M-V with the def2-TZVPD basis set, OMol25).

```
! wB97M-V def2-TZVPD RIJCOSX def2/J DEFGRID3
* xyz 1 1
C -1.118 0.758 -0.506
C -0.437 -0.507 -1.036
C 0.946 1.350 0.005
C -0.736 -1.873 -0.436
C -0.228 0.687 1.977
N -0.215 1.176 0.590
N 1.009 -0.312 -0.932
S 1.153 2.613 -1.323
H -1.205 1.615 -1.216
H -1.995 0.408 -0.039
H -0.630 -0.584 -2.112
H 1.780 1.405 0.756
H -0.521 -1.775 0.528
H -0.087 -2.601 -0.810
H -1.831 -2.092 -0.555
H 0.332 -0.284 2.018
H 0.423 1.411 2.655
H -1.349 0.759 2.223
H 1.610 -1.100 -0.620
H 1.442 0.104 -1.768
H 2.377 2.876 -0.996
*
```

For the highest occupied orbital energy, the calculation gives -0.5046 Eh. Its orbital gap is 10.658 eV.

=====

Entry 3:
# C5H13N3

A single C5H13N3 molecule (ωB97M-V with the def2-TZVPD basis set, OMol25).

```
! wB97M-V def2-TZVPD RIJCOSX def2/J DEFGRID3
* xyz 0 1
H 2.419 -1.141 -0.317
N 2.865 -0.306 0.101
C 1.934 0.458 0.538
C 0.211 0.052 0.536
C -0.449 1.022 1.503
N 0.066 -1.323 0.951
C -0.080 0.258 -0.924
C -1.817 0.218 -1.067
N 0.459 -0.780 -1.776
H 2.216 1.392 1.055
H -1.487 0.750 1.713
H 0.090 1.036 2.457
H -0.449 2.039 1.102
H 0.855 -1.693 1.473
H -0.766 -1.488 1.507
H 0.205 1.246 -1.282
H -2.285 1.161 -0.775
H -2.245 -0.602 -0.487
H -2.050 0.057 -2.124
H 0.141 -1.689 -1.441
H 0.168 -0.668 -2.741
*
```

For the highest occupied orbital energy, the calculation gives -0.3108 Eh. Its SMILES is [H]/N=C\[C@](C)(N)[C@H](C)N. Its orbital gap is 9.355 eV.

=====

Entry 4:
# C5H13N3

3 unconnected molecules or ions with the total composition C5H13N3 (ωB97M-V with the def2-TZVPD basis set, OMol25).

```
! wB97M-V def2-TZVPD RIJCOSX def2/J DEFGRID3
* xyz 0 1
C 1.434 -1.109 -1.299
C 0.884 0.820 0.288
C 0.850 -0.613 0.002
N 0.807 1.696 -0.798
N 0.475 1.154 1.478
N 1.194 -1.437 1.103
H 1.222 1.457 -1.682
H 0.705 2.671 -0.567
H 0.352 2.156 1.600
H -1.370 0.397 1.268
H 2.162 -1.725 1.123
H 0.885 -1.055 1.988
H 0.980 -0.618 -2.158
H 2.512 -0.917 -1.352
H 1.294 -2.186 -1.369
C -1.995 -0.288 0.596
C -2.885 0.295 -0.246
H -2.764 1.320 -0.571
H -2.291 -1.210 1.085
H -0.637 -0.630 0.047
H -3.815 -0.178 -0.534
*
```

For the highest occupied orbital energy, the calculation gives -0.2802 Eh. Its orbital gap is 8.464 eV.

=====

Entry 5:
# C5H13N3

A molecular structure, C5H13N3 (ωB97M-V with the def2-TZVPD basis set, OMol25).

```
! wB97M-V def2-TZVPD RIJCOSX def2/J DEFGRID3
* xyz 0 1
C -0.380 -1.920 -0.962
N 0.680 -1.159 -0.355
C 1.144 0.272 -1.050
C 0.388 0.914 -1.985
H 1.429 -1.698 0.060
H 2.212 0.187 -1.209
H -0.778 -1.381 -1.831
H -1.198 -2.076 -0.246
H -0.029 -2.896 -1.306
H -0.672 1.077 -1.846
H 0.829 1.256 -2.907
C -1.476 0.575 1.172
C -0.010 0.390 1.473
N 0.878 1.135 0.573
N 0.506 0.201 2.628
H 1.764 1.278 1.047
H 0.483 1.960 0.128
H -0.188 0.007 3.344
H -2.087 -0.041 1.830
H -1.766 1.622 1.291
H -1.729 0.297 0.150
*
```

For the highest occupied orbital energy, the calculation gives -0.2529 Eh. Its orbital gap is 7.687 eV.

=====

Entry 6:
# C5H13N3

A single C5H13N3 molecule (ωB97M-V with the def2-TZVPD basis set, OMol25).

```
! wB97M-V def2-TZVPD RIJCOSX def2/J DEFGRID3
* xyz 0 1
C -0.817 0.157 0.614
C -0.173 -1.190 -1.315
C 1.408 1.046 1.707
C 0.688 2.100 -0.398
C -1.125 -2.403 -1.398
N 0.010 -0.850 0.075
N 0.491 1.067 0.592
N -1.444 -0.163 1.769
H -0.829 -0.767 2.315
H -1.481 0.667 -0.098
H 0.797 -1.474 -1.729
H -0.588 -0.365 -1.909
H 1.351 1.989 2.264
H -0.043 1.988 -1.199
H 1.131 0.237 2.381
H 2.437 0.907 1.367
H 1.696 2.055 -0.824
H 0.556 3.093 0.051
H -1.235 -2.704 -2.442
H -0.725 -3.241 -0.827
H -2.104 -2.146 -0.994
*
```

For the highest occupied orbital energy (alpha / beta), the calculation gives -0.2758 / -0.2820 Eh. Its orbital gap (alpha / beta) is 6.382 / 6.932 eV.

=====

Entry 7:
# C5H13N3

A molecular structure, C5H13N3 (ωB97M-V with the def2-TZVPD basis set, OMol25).

```
! wB97M-V def2-TZVPD RIJCOSX def2/J DEFGRID3
* xyz 0 1
C -1.079 0.497 -2.043
C -1.126 1.496 0.207
N -0.478 0.531 -0.701
H -0.415 -0.565 -0.043
H -1.048 1.485 -2.505
H -0.547 -0.212 -2.675
H -1.021 2.513 -0.164
H -0.661 1.433 1.188
H -2.170 1.200 0.311
H -2.116 0.171 -1.957
C 0.458 -1.307 0.961
N 0.972 -0.669 2.076
C 0.995 0.567 -0.688
C 0.118 -2.608 0.962
N 1.603 1.498 -0.069
H 1.174 -1.206 2.912
H 1.440 0.213 1.905
H 2.607 1.450 -0.215
H 1.405 -0.169 -1.377
H 0.104 -3.222 1.863
H -0.217 -3.095 0.054
*
```

For the highest occupied orbital energy, the calculation gives -0.2530 Eh. Its orbital gap is 7.557 eV.

=====

Entry 8:
# C5H13N3

2 unconnected molecules or ions with the total composition C5H13N3 (ωB97M-V with the def2-TZVPD basis set, OMol25).

```
! wB97M-V def2-TZVPD RIJCOSX def2/J DEFGRID3
* xyz 1 2
C 0.891 0.044 -1.780
C 1.408 0.863 -0.826
N 0.723 1.934 -0.303
C 1.479 3.103 0.136
H -0.179 0.166 -1.952
H 1.376 -0.806 -2.243
H 2.341 0.552 -0.307
H -0.073 2.154 -0.904
H 0.762 3.791 0.673
H 2.267 2.742 0.812
H 1.828 3.655 -0.776
C -0.838 -1.147 1.940
N -0.813 -2.191 0.922
C -1.625 -2.073 -0.227
N -2.115 -3.132 -0.774
H -0.193 -1.407 2.789
H -0.459 -0.200 1.535
H -1.803 -0.931 2.402
H -0.545 -3.175 1.069
H -1.710 -1.048 -0.630
H -2.724 -2.894 -1.558
*
```

For the highest occupied orbital energy (alpha / beta), the calculation gives -0.4374 / -0.4336 Eh. Its orbital gap (alpha / beta) is 7.881 / 4.036 eV.

=====

Entry 9:
# C5H13N3O

2 unconnected molecules or ions with the total composition C5H13N3O (ωB97M-V with the def2-TZVPD basis set, OMol25).

```
! wB97M-V def2-TZVPD RIJCOSX def2/J DEFGRID3
* xyz 0 1
H -0.638 -1.208 -2.335
N -1.349 -0.935 -1.658
C -0.952 -0.906 -0.459
C -1.950 -0.595 0.641
N -2.276 -1.849 1.262
O -1.449 0.313 1.613
H -0.031 -1.372 -0.078
H -2.861 -0.189 0.178
H -1.458 -2.217 1.739
H -3.000 -1.717 1.956
H -1.025 1.034 1.136
C 0.280 1.694 -1.433
N 0.321 0.995 -0.395
C 1.542 0.958 0.479
C 2.597 0.026 -0.104
H -0.567 1.581 -2.097
H 1.052 2.410 -1.725
H 1.953 1.972 0.567
H 1.225 0.613 1.463
H 2.214 -0.988 -0.182
H 3.476 0.021 0.534
H 2.896 0.360 -1.100
*
```

For the highest occupied orbital energy, the calculation gives -0.3358 Eh. Its SMILES is [H]/N=C/[C@@H](N)O.C=NCC. Its orbital gap is 9.980 eV.

=====

Entry 10:
# C5H13N3O

A single C5H13N3O molecule (ωB97M-V with the def2-TZVPD basis set, OMol25).

```
! wB97M-V def2-TZVPD RIJCOSX def2/J DEFGRID3
* xyz 0 1
C -2.124 0.885 0.444
C -0.989 0.360 1.305
N 0.465 0.535 0.635
N 1.482 0.329 1.610
C 0.647 -0.320 -0.568
C 0.277 0.469 -1.826
N 2.052 -0.763 -0.653
C -0.241 -1.569 -0.352
O -1.016 -2.039 -1.181
H -2.461 0.141 -0.283
H -1.838 1.797 -0.088
H -2.988 1.132 1.071
H -1.240 -0.612 1.741
H -0.917 1.008 2.186
H 2.403 0.234 1.161
H 1.521 1.108 2.270
H -0.616 0.104 -2.339
H 0.095 1.528 -1.619
H 1.071 0.452 -2.583
H 2.236 -1.180 -1.563
H 2.203 -1.491 0.042
H -0.024 -2.109 0.589
*
```

For the highest occupied orbital energy, the calculation gives -0.2789 Eh. Its SMILES is CCN(N)[C@@](C)(N)C=O. Its orbital gap is 8.526 eV.

=====

Entry 11:
# C5H13N3O

A single C5H13N3O molecule (ωB97M-V with the def2-TZVPD basis set, OMol25).

```
! wB97M-V def2-TZVPD RIJCOSX def2/J DEFGRID3
* xyz 0 1
C -0.581 1.727 1.205
C -1.414 0.478 0.955
N -2.125 0.099 2.136
C -0.397 -0.734 0.473
O 0.160 -1.418 1.320
C -0.420 -0.956 -0.967
C 1.185 -0.144 -1.038
N 2.238 -1.077 -0.743
N 1.225 0.360 -2.380
H 0.264 1.481 1.848
H -0.223 2.154 0.272
H -1.198 2.467 1.712
H -2.129 0.657 0.147
H -1.486 -0.031 2.914
H -2.627 -0.770 1.999
H -1.065 -0.307 -1.550
H -0.413 -2.006 -1.261
H 1.355 0.718 -0.389
H 2.215 -1.341 0.237
H 2.149 -1.917 -1.305
H 1.256 -0.393 -3.059
H 2.033 0.953 -2.525
*
```

For the highest occupied orbital energy, the calculation gives -0.3127 Eh. Its SMILES is C[C@H](N)C(=O)CC(N)N. Its orbital gap is 9.449 eV.

=====

Entry 12:
# C5H13N3O

A molecular structure, C5H13N3O (ωB97M-V with the def2-TZVPD basis set, OMol25).

```
! wB97M-V def2-TZVPD RIJCOSX def2/J DEFGRID3
* xyz 0 1
C -0.210 -0.178 -1.212
C -1.196 1.935 0.353
C 0.780 0.750 -1.866
N -2.294 1.289 0.636
O 0.047 -1.484 -1.701
H -0.600 -2.088 -1.317
H -1.257 0.076 -1.415
H -2.051 0.180 1.045
H -3.046 1.361 -0.042
H -1.134 2.634 -0.473
H -0.374 1.863 1.051
H 0.340 1.714 -2.119
H 1.198 0.349 -2.794
H 1.638 0.964 -1.226
C 1.387 -0.905 0.934
N 1.699 -1.653 2.142
C -0.084 -0.701 0.662
N -1.090 -0.920 1.298
H 1.388 -2.613 2.041
H 1.181 -1.269 2.924
H 1.837 -1.395 0.071
H 1.842 0.088 1.008
*
```

For the highest occupied orbital energy (alpha / beta), the calculation gives -0.2553 / -0.2553 Eh. Its orbital gap (alpha / beta) is 6.748 / 6.746 eV.

=====

| no. | strongest force on any atom (eV/Å) |
| --- | --- |
| 1 | 1.86 |
| 2 | 4.56 |
| 3 | 4.91 |
| 4 | 3.44 |
| 5 | 3.71 |
| 6 | 0.66 |
| 7 | 2.38 |
| 8 | 3.27 |
| 9 | 1.67 |
| 10 | 2.47 |
| 11 | 3.75 |
| 12 | 2.42 |